ORCA calculation (the ωB97M-V functional and the def2-TZVPD basis) on a molecular structure, C32H46BClF4MoOP4 at a distorted geometry.

Values from the calculation:
HOMO-LUMO gap (spin up / spin down)	7.22 / 7.65	eV
total charge	+2
LUMO (spin up / spin down)	-6.8301 / -6.9516	eV
highest occupied orbital energy (spin up / spin down)	-14.05 / -14.60	eV
spin multiplicity	3

Structure (XYZ):
```
90
Properties=species:S:1:pos:R:3:forces:R:3:mulliken_charge:R:1
P 2.899 1.019 0.552 1.573 0.869 -0.096 2.72
C 4.135 0.275 1.632 0.093 -0.589 0.002 -0.06
C 5.367 -0.162 1.108 -0.025 0.225 0.196 -0.12
H 5.512 -0.243 0.027 0.030 0.189 0.397 0.35
C 6.408 -0.487 1.984 -0.222 -0.028 0.057 -0.73
H 7.378 -0.783 1.580 -0.336 0.055 0.153 0.43
C 6.204 -0.432 3.368 -0.193 0.052 -0.220 -0.52
H 7.022 -0.674 4.049 -0.261 0.082 -0.222 0.41
C 4.946 -0.096 3.883 -0.119 -0.057 -0.238 -0.75
H 4.778 -0.090 4.960 0.040 -0.038 -0.313 0.43
C 3.901 0.237 3.017 0.312 0.120 -0.041 -0.42
H 2.909 0.475 3.408 0.371 0.082 0.051 0.35
C 3.336 0.676 -1.149 0.156 0.022 -0.400 0.64
C 3.233 -0.645 -1.627 0.147 0.198 -0.122 -0.43
H 2.773 -1.409 -0.995 0.182 0.141 -0.240 0.54
C 3.749 -0.966 -2.885 -0.189 0.036 0.355 -0.75
H 3.681 -1.996 -3.241 0.056 0.360 0.045 0.48
C 4.365 0.023 -3.659 -0.014 0.035 0.006 -0.63
H 4.779 -0.242 -4.636 -0.140 0.146 0.376 0.44
C 4.458 1.335 -3.189 -0.036 -0.008 -0.020 -0.71
H 4.946 2.104 -3.794 -0.182 -0.289 0.190 0.44
C 3.945 1.671 -1.935 -0.057 -0.198 0.108 -0.62
H 4.033 2.690 -1.548 0.005 -0.337 -0.186 0.45
C 2.946 2.792 0.884 -0.130 0.300 0.336 0.16
C 4.113 3.377 1.408 -0.025 0.014 -0.227 -0.48
H 4.940 2.747 1.743 -0.173 0.208 -0.248 0.38
C 4.212 4.766 1.505 -0.218 -0.070 -0.069 -0.69
H 5.138 5.218 1.862 -0.306 -0.135 -0.056 0.43
C 3.129 5.571 1.134 -0.025 -0.218 -0.069 -0.60
H 3.218 6.658 1.170 -0.042 -0.351 0.062 0.41
C 1.925 4.986 0.724 0.010 -0.246 -0.034 -0.75
H 1.064 5.611 0.477 0.316 -0.209 0.139 0.45
C 1.823 3.594 0.612 0.267 0.175 -0.059 0.22
H 0.875 3.126 0.331 0.289 0.275 0.047 -0.22
Mo -1.375 -1.032 1.141 2.169 0.345 2.733 -2.24
C -2.240 -0.848 -0.695 0.147 0.491 -1.231 -0.26
C -1.530 -0.138 -1.619 -0.570 -0.324 0.577 -0.01
H -3.225 -1.266 -0.907 0.069 0.126 -0.269 0.60
C -0.139 0.352 -1.208 0.755 0.778 -1.577 1.00
O -0.121 1.791 -1.455 0.592 -0.683 0.017 -0.68
H 0.803 2.106 -1.403 -0.498 -0.203 -0.221 0.20
C 0.236 0.045 0.218 -0.672 -0.087 0.810 0.77
H 0.610 -0.163 -1.849 -0.227 0.390 -0.045 0.22
C 1.338 0.391 0.955 -2.801 -1.175 0.006 -0.70
Cl -0.586 -1.432 3.402 -0.108 0.152 -0.550 -0.43
P -3.200 0.306 1.865 -1.291 0.922 0.074 1.47
P -1.581 -3.364 0.755 -0.531 -1.502 -0.573 1.38
C -4.001 -0.390 3.318 0.118 -0.224 0.148 -1.20
H -3.243 -0.829 3.975 -0.268 0.139 -0.015 0.38
H -4.691 -1.170 2.965 0.093 0.164 0.117 0.27
H -4.553 0.404 3.834 0.033 -0.177 -0.072 0.45
C -2.369 1.866 2.305 0.368 -0.087 0.073 -1.26
H -1.881 2.284 1.411 -0.164 -0.073 0.243 0.19
H -1.612 1.686 3.078 -0.193 0.146 -0.118 0.35
H -3.131 2.571 2.666 0.230 -0.172 -0.039 0.52
C -4.554 0.840 0.802 0.077 -0.083 -0.253 -0.99
H -5.250 0.008 0.631 0.023 0.152 -0.022 0.23
H -4.161 1.193 -0.159 -0.093 -0.004 0.202 0.08
H -5.074 1.664 1.309 0.065 -0.222 -0.116 0.56
C -2.607 -4.123 2.031 0.008 0.286 0.249 -1.06
H -3.635 -3.740 1.907 0.310 -0.239 0.089 0.15
H -2.207 -3.854 3.018 -0.180 -0.174 -0.220 0.39
H -2.588 -5.210 1.887 -0.042 0.194 0.039 0.47
C -2.241 -3.975 -0.808 -0.042 0.136 -0.118 -1.15
H -1.687 -3.513 -1.633 -0.109 -0.145 0.076 0.30
H -3.305 -3.701 -0.879 0.254 -0.146 -0.034 0.17
H -2.115 -5.065 -0.844 -0.092 0.244 0.008 0.56
C 0.087 -4.047 0.855 0.305 0.197 0.113 -1.30
H 0.530 -3.797 1.826 -0.019 -0.130 -0.179 0.37
H 0.700 -3.615 0.052 -0.071 -0.178 0.179 0.27
H 0.033 -5.134 0.727 0.045 0.173 0.029 0.46
P -2.361 0.266 -3.207 0.103 -0.585 0.957 1.51
C -3.836 -0.752 -3.314 -0.038 -0.137 -0.025 -1.25
C -1.306 -0.117 -4.608 0.258 0.128 -0.228 -1.32
H -4.504 -0.588 -2.462 0.084 0.031 -0.181 0.36
H -3.563 -1.814 -3.315 -0.066 0.195 -0.049 0.40
H -4.373 -0.512 -4.241 0.150 -0.023 0.167 0.48
H -0.272 0.180 -4.385 -0.256 -0.004 -0.146 0.35
H -1.659 0.417 -5.503 0.134 -0.182 0.268 0.45
H -1.335 -1.199 -4.802 -0.009 0.308 0.113 0.41
C -2.867 1.982 -3.163 0.150 0.405 -0.167 -1.32
H -3.822 2.063 -2.626 0.262 -0.057 -0.155 0.45
H -2.990 2.358 -4.190 -0.027 -0.033 0.344 0.49
H -2.094 2.554 -2.634 -0.229 -0.055 -0.244 0.27
H 1.237 0.207 2.036 0.208 -0.168 -0.399 -0.04
F -5.025 -2.596 -1.038 -0.055 0.180 0.299 -0.30
B -5.991 -2.588 0.037 -1.142 -0.364 -0.197 0.31
F -6.626 -1.314 0.058 0.538 -0.571 -0.029 -0.38
F -6.922 -3.619 -0.135 0.979 0.864 0.157 -0.30
F -5.262 -2.753 1.261 0.109 0.254 -0.272 -0.37
```
Positions in Å, forces in eV/Å.